Formula: C20H44N4O3P
Source: the OMol25 dataset
Level of theory: ωB97M-V/def2-TZVPD

Each line ends with the Löwdin charge.
CARTESIAN COORDINATES (ANGSTROEM)
1 C 2.289 -2.624 1.993  -0.12
2 N 1.326 -2.728 3.088  -0.12
3 C -0.061 -2.768 2.722  -0.18
4 C -0.707 -1.446 2.333  -0.10
5 C 0.010 -0.258 2.218  0.05
6 C -0.600 0.951 1.862  -0.17
7 P 0.203 2.568 1.668  0.43
8 O -0.794 3.626 1.753  -0.22
9 O 1.338 2.678 2.764  -0.08
10 O 0.929 2.438 0.256  -0.09
11 C -1.948 0.942 1.644  0.00
12 N -2.623 -0.215 1.760  0.16
13 C -2.072 -1.401 2.093  -0.19
14 C -2.969 -2.590 2.211  0.01
15 H 2.623 -3.619 1.689  0.09
16 H 1.873 -2.131 1.104  0.07
17 H 3.169 -2.068 2.315  0.09
18 H 1.519 -2.085 3.841  0.11
19 H -0.642 -3.204 3.541  0.13
20 H -0.168 -3.449 1.871  0.14
21 H 1.078 -0.285 2.425  0.12
22 H 2.079 2.064 2.703  0.09
23 H 1.132 1.523 0.026  0.09
24 H -2.494 1.842 1.389  0.15
25 H -3.620 -0.192 1.578  0.18
26 H -2.616 -3.397 1.562  0.11
27 H -2.956 -2.960 3.239  0.11
28 H -3.993 -2.356 1.924  0.09
29 C -3.853 -1.531 -1.213  -0.10
30 C -3.971 -2.584 -2.303  -0.27
31 N -4.572 -3.811 -1.816  -0.20
32 C -4.419 -4.930 -2.738  -0.25
33 C -5.110 -4.840 -4.102  -0.08
34 C -5.886 -3.668 -1.204  -0.25
35 C -7.003 -3.028 -2.036  -0.07
36 H -3.323 -1.956 -0.357  0.04
37 H -3.288 -0.673 -1.584  0.08
38 H -4.827 -1.165 -0.881  0.07
39 H -2.967 -2.838 -2.652  0.12
40 H -4.493 -2.142 -3.166  0.11
41 H -4.758 -5.830 -2.221  0.11
42 H -3.345 -5.062 -2.900  0.11
43 H -6.187 -4.981 -4.028  0.06
44 H -4.724 -5.623 -4.756  0.08
45 H -4.924 -3.884 -4.594  0.07
46 H -5.769 -3.087 -0.284  0.09
47 H -6.195 -4.663 -0.877  0.12
48 H -6.662 -2.132 -2.557  0.07
49 H -7.825 -2.732 -1.382  0.08
50 H -7.409 -3.713 -2.778  0.06
51 C 6.521 6.367 0.707  -0.09
52 C 6.515 5.255 -0.330  -0.27
53 N 5.971 4.004 0.177  -0.20
54 C 6.221 2.869 -0.692  -0.25
55 C 5.567 2.856 -2.080  -0.08
56 C 4.643 4.089 0.750  -0.25
57 C 3.499 4.608 -0.132  -0.08
58 H 7.043 6.049 1.610  0.08
59 H 7.033 7.241 0.303  0.08
60 H 5.514 6.681 0.983  0.06
61 H 7.545 5.049 -0.632  0.12
62 H 5.996 5.613 -1.233  0.10
63 H 5.927 1.965 -0.149  0.11
64 H 7.305 2.799 -0.821  0.11
65 H 4.498 2.651 -2.031  0.05
66 H 6.023 2.076 -2.692  0.07
67 H 5.706 3.804 -2.601  0.07
68 H 4.700 4.717 1.642  0.10
69 H 4.391 3.087 1.119  0.10
70 H 3.787 5.499 -0.691  0.07
71 H 2.648 4.881 0.495  0.07
72 H 3.151 3.859 -0.841  0.05

Values from the calculation:
* multiplicity: 1
* charge: +1
* LUMO: -4.4444 eV